Entry 1:
{
  "formula": "C7H14N2O3",
  "method": "wB97M-V/def2-TZVPD",
  "homo_lumo_gap_ev": 10.09,
  "e_tot_ha": -610.22534,
  "smiles": "CC(=O)[C@H]1CN1.CCO/C=N/O",
  "homo_energy_ev": -9.2564,
  "symbols": ["C", "C", "O", "C", "C", "N", "H", "H", "H", "H", "H", "H", "H", "C", "C", "O", "C", "N", "O", "H", "H", "H", "H", "H", "H", "H"],
  "coordinates": [[3.8402, 0.7187, 1.3165], [2.5956, 0.1963, 0.6894], [1.4832, 0.3150, 1.1546], [2.8032, -0.4178, -0.6615], [2.2333, -1.8052, -0.8933], [1.5734, -0.6613, -1.4642], [4.3524, 1.4087, 0.6240], [3.6388, 1.2582, 2.2390], [4.5417, -0.1085, 1.5215], [3.6863, -0.0184, -1.1757], [1.7232, -2.3814, -0.1149], [2.7303, -2.4116, -1.6537], [0.8080, -0.4390, -0.8000], [-2.6731, 2.0390, 0.1057], [-2.7763, 1.1221, -1.0991], [-1.9956, -0.0810, -1.0236], [-2.4135, -0.9931, -0.1458], [-3.4235, -0.8354, 0.6061], [-3.5438, -1.7102, 1.6759], [-2.9944, 1.5173, 1.0026], [-3.2579, 2.9585, -0.0620], [-1.6326, 2.3603, 0.2856], [-3.8298, 0.8388, -1.2426], [-2.4285, 1.5593, -2.0378], [-1.7464, -1.8593, -0.1477], [-3.2940, -2.5702, 1.3009]],
  "nbo_charge": [-0.7191, 0.5720, -0.5554, -0.2207, -0.2291, -0.5519, 0.2348, 0.2390, 0.2394, 0.2149, 0.2032, 0.2000, 0.3715, -0.6484, -0.0772, -0.4849, 0.3492, -0.2338, -0.5406, 0.2392, 0.2180, 0.2122, 0.1886, 0.1929, 0.1451, 0.4412]
}


Entry 2:
{
  "formula": "C7H14N2O3S",
  "method": "wB97M-V/def2-TZVPD",
  "homo_lumo_gap_ev": 7.14,
  "e_tot_ha": -1008.27276,
  "homo_energy_ev": -8.4390,
  "symbols": ["C", "C", "C", "C", "C", "C", "C", "H", "H", "H", "H", "H", "H", "H", "H", "H", "H", "H", "H", "H", "H", "N", "N", "O", "O", "O", "S"],
  "coordinates": [[1.2351, 1.0598, 0.2182], [1.4379, 2.2711, 1.0229], [0.9645, 3.5283, 0.9132], [-0.4311, 3.7454, 0.2821], [-1.6665, -2.2747, -0.5427], [-1.2594, -0.8804, -1.1605], [-0.7832, -2.7361, 0.5040], [2.1075, 0.5337, -0.2906], [0.3574, 1.0117, -0.3994], [0.8828, 0.2003, 0.8479], [3.8453, 1.9934, 1.1465], [2.7164, 3.1198, 2.2788], [1.4904, 4.4888, 1.3550], [-1.2055, 2.8566, -0.0860], [-2.1101, -4.0043, -1.3785], [-2.1561, -2.9061, -2.5284], [-2.6845, -2.1800, -0.1927], [-1.2072, -3.5565, 1.1159], [-0.5023, -1.8389, 1.1796], [0.1481, -3.3682, -1.1016], [0.4661, -1.3310, -0.7568], [2.3247, 2.0265, 2.1984], [-1.5311, -3.1823, -1.7415], [-2.1171, -0.1933, -1.6765], [0.4543, -3.0864, -0.1325], [0.0287, -0.6415, -1.3110], [-0.8052, 5.3443, 0.2360]],
  "nbo_charge": [-0.6971, 0.1733, -0.3049, -0.3141, -0.1944, 0.7743, -0.0981, 0.2534, 0.2557, 0.2157, 0.1419, 0.3586, 0.2456, 0.2492, 0.3655, 0.3992, 0.2199, 0.1910, 0.1928, 0.5072, 0.5124, -0.6067, -0.8491, -0.5826, -0.7559, -0.6722, 0.0196]
}


Entry 3:
{
  "formula": "C7H14N2O4P2",
  "method": "wB97M-V/def2-TZVPD",
  "homo_lumo_gap_ev": 8.38,
  "e_tot_ha": -1368.21831,
  "homo_energy_ev": -8.0873,
  "symbols": ["C", "C", "C", "C", "C", "C", "C", "N", "N", "O", "O", "O", "O", "P", "P", "H", "H", "H", "H", "H", "H", "H", "H", "H", "H", "H", "H", "H", "H"],
  "coordinates": [[-1.5601, -0.3818, 2.5770], [-1.1881, -1.3849, 1.7523], [-2.1370, 0.3161, 0.6718], [1.4234, 1.6217, 1.7038], [-1.3413, -1.5431, -0.8307], [0.9462, 2.3762, 0.4059], [0.0145, -1.0221, -1.2984], [-2.1670, 0.6192, 1.9052], [-1.5373, -0.9516, 0.4623], [-0.3842, 2.6827, 0.5325], [1.0398, -1.3855, -0.5014], [2.0739, -1.5055, -2.8688], [1.2920, 1.6989, -0.7800], [0.4314, -1.8316, -3.0517], [0.0540, 1.2341, -1.6972], [-1.5375, -0.4492, 3.7153], [-0.4713, -2.1766, 1.9901], [-2.4597, 0.9674, -0.1391], [1.1542, 2.2920, 2.6026], [0.7347, 0.8564, 1.7867], [2.3939, 1.3414, 1.6171], [-2.2472, -1.2012, -1.3983], [-1.3250, -2.6567, -0.7394], [1.6582, 3.2630, 0.4273], [-0.7613, 1.8672, 0.9545], [1.9214, -1.2052, -1.0623], [2.4093, -1.2855, -3.7557], [0.6300, -3.1266, -2.2406], [0.9400, 0.9710, -2.7407]],
  "nbo_charge": [-0.1091, -0.0856, 0.1449, -0.6327, -0.2902, 0.3799, -0.0981, -0.4787, -0.3658, -0.7165, -0.7572, -1.0080, -0.8103, 0.7521, 0.7998, 0.2148, 0.2372, 0.2235, 0.2170, 0.2002, 0.2122, 0.2341, 0.2235, 0.1528, 0.4965, 0.5192, 0.5054, -0.0718, -0.0892]
}


Entry 4:
{
  "formula": "C7H14N2S",
  "method": "wB97M-V/def2-TZVPD",
  "homo_lumo_gap_ev": 9.03,
  "e_tot_ha": -782.78070,
  "smiles": "Cc1c[nH]cn1.CCSC",
  "homo_energy_ev": -8.2971,
  "symbols": ["C", "C", "C", "N", "C", "N", "H", "H", "H", "H", "H", "H", "C", "C", "S", "C", "H", "H", "H", "H", "H", "H", "H", "H"],
  "coordinates": [[0.6327, -2.8706, -1.8143], [-0.3840, -1.8076, -1.7366], [-0.1520, -0.4414, -1.6384], [-1.3762, 0.1478, -1.5913], [-2.3385, -0.8011, -1.6181], [-1.7552, -1.9952, -1.6542], [0.0768, -3.8091, -1.7863], [1.3260, -2.8691, -0.9921], [1.1005, -2.8801, -2.8126], [0.7207, 0.1614, -1.3631], [-1.4849, 1.1095, -1.8845], [-3.4078, -0.7585, -1.5990], [3.0751, 0.9813, 1.7570], [1.6347, 1.1236, 2.2876], [0.3752, 1.7770, 1.1811], [-1.0099, 1.3964, 2.2560], [3.4955, 1.7615, 1.1309], [3.0866, 0.0710, 1.1457], [3.8800, 0.7599, 2.4471], [1.4342, 0.0358, 2.4141], [1.6711, 1.6599, 3.2507], [-1.5249, 0.4655, 1.9695], [-0.8629, 1.3314, 3.3567], [-1.6509, 2.2743, 2.2227]],
  "nbo_charge": [-0.6473, 0.0923, -0.1194, -0.5175, 0.1361, -0.4664, 0.2314, 0.2202, 0.2216, 0.2219, 0.4133, 0.2082, -0.6208, -0.5411, 0.1993, -0.7707, 0.2091, 0.2022, 0.2217, 0.2126, 0.2106, 0.2247, 0.2301, 0.2278]
}


Entry 5:
{
  "formula": "C7H14N2S",
  "method": "wB97M-V/def2-TZVPD",
  "homo_lumo_gap_ev": 9.06,
  "e_tot_ha": -782.80289,
  "smiles": "CCc1c[nH]cn1.CSC",
  "homo_energy_ev": -8.3699,
  "symbols": ["C", "C", "C", "C", "N", "C", "N", "H", "H", "H", "H", "H", "H", "H", "H", "C", "S", "C", "H", "H", "H", "H", "H", "H"],
  "coordinates": [[2.0554, 0.2404, 2.9402], [1.2030, 1.5116, 2.8563], [0.1290, 1.4914, 1.8160], [-0.8022, 0.5300, 1.5410], [-1.3674, 0.8627, 0.3347], [-0.6839, 1.9468, -0.1262], [0.2054, 2.3602, 0.7365], [3.1113, 0.4801, 2.8358], [1.8360, -0.4785, 2.1569], [1.9428, -0.3080, 3.8748], [0.7791, 1.7278, 3.8372], [1.8552, 2.3585, 2.6591], [-1.0536, -0.3780, 2.0699], [-1.8254, 0.1686, -0.2340], [-0.9564, 2.5050, -1.0084], [0.9469, -1.2009, -2.9615], [-0.6847, -1.4418, -2.2846], [-0.6325, -3.1608, -1.7702], [1.2253, -1.9444, -3.7022], [0.9566, -0.2396, -3.4602], [1.7541, -1.2483, -2.2197], [0.1642, -3.7114, -2.2686], [-1.5555, -3.6301, -2.1204], [-0.4865, -3.3356, -0.7078]],
  "nbo_charge": [-0.6060, -0.4382, 0.0896, -0.1160, -0.5268, 0.1607, -0.4603, 0.2096, 0.2072, 0.2039, 0.2112, 0.2280, 0.2118, 0.4223, 0.1951, -0.7503, 0.1799, -0.7582, 0.2140, 0.2355, 0.2166, 0.2242, 0.2289, 0.2174]
}


Entry 6:
{
  "formula": "C7H14N3",
  "method": "wB97M-V/def2-TZVPD",
  "homo_lumo_gap_ev": 9.79,
  "total_charge": 1,
  "e_tot_ha": -439.13920,
  "smiles": "CC[C@@H]([NH2+]C)n1ccnc1",
  "homo_energy_ev": -12.9836,
  "symbols": ["C", "C", "C", "N", "C", "N", "C", "C", "N", "C", "H", "H", "H", "H", "H", "H", "H", "H", "H", "H", "H", "H", "H", "H"],
  "coordinates": [[0.5082, 2.4466, -0.3541], [1.0124, 1.1672, 0.3169], [0.2943, -0.0283, -0.2726], [0.8328, -1.4052, 0.5439], [0.7605, -2.6144, -0.2895], [-1.0893, -0.0551, -0.1292], [-1.8117, 0.2249, 1.0231], [-3.0893, -0.1555, 0.7697], [-3.1833, -0.6655, -0.4929], [-2.0052, -0.6058, -1.0048], [-0.5428, 2.6129, -0.1348], [0.6336, 2.3953, -1.4323], [1.0730, 3.2974, 0.0139], [2.0845, 1.0668, 0.1397], [0.8424, 1.2345, 1.3925], [0.5793, -0.2125, -1.3110], [0.2342, -1.4946, 1.3704], [1.7974, -1.2348, 0.8420], [1.0103, -3.4958, 0.2985], [-0.2468, -2.7327, -0.6862], [1.4676, -2.5380, -1.1143], [-1.3742, 0.6795, 1.8874], [-3.9487, -0.1026, 1.4060], [-1.7420, -0.9094, -1.9987]],
  "nbo_charge": [-0.6056, -0.4490, 0.2105, -0.5391, -0.4351, -0.4162, -0.1433, -0.0442, -0.4012, 0.1836, 0.2272, 0.2198, 0.2445, 0.2306, 0.2240, 0.2338, 0.4353, 0.4298, 0.2452, 0.2390, 0.2321, 0.2311, 0.2359, 0.2117]
}


What did the fourth record say?
{
  "formula": "C7H14N2S",
  "method": "wB97M-V/def2-TZVPD",
  "homo_lumo_gap_ev": 9.03,
  "e_tot_ha": -782.78070,
  "smiles": "Cc1c[nH]cn1.CCSC",
  "homo_energy_ev": -8.2971,
  "symbols": ["C", "C", "C", "N", "C", "N", "H", "H", "H", "H", "H", "H", "C", "C", "S", "C", "H", "H", "H", "H", "H", "H", "H", "H"],
  "coordinates": [[0.6327, -2.8706, -1.8143], [-0.3840, -1.8076, -1.7366], [-0.1520, -0.4414, -1.6384], [-1.3762, 0.1478, -1.5913], [-2.3385, -0.8011, -1.6181], [-1.7552, -1.9952, -1.6542], [0.0768, -3.8091, -1.7863], [1.3260, -2.8691, -0.9921], [1.1005, -2.8801, -2.8126], [0.7207, 0.1614, -1.3631], [-1.4849, 1.1095, -1.8845], [-3.4078, -0.7585, -1.5990], [3.0751, 0.9813, 1.7570], [1.6347, 1.1236, 2.2876], [0.3752, 1.7770, 1.1811], [-1.0099, 1.3964, 2.2560], [3.4955, 1.7615, 1.1309], [3.0866, 0.0710, 1.1457], [3.8800, 0.7599, 2.4471], [1.4342, 0.0358, 2.4141], [1.6711, 1.6599, 3.2507], [-1.5249, 0.4655, 1.9695], [-0.8629, 1.3314, 3.3567], [-1.6509, 2.2743, 2.2227]],
  "nbo_charge": [-0.6473, 0.0923, -0.1194, -0.5175, 0.1361, -0.4664, 0.2314, 0.2202, 0.2216, 0.2219, 0.4133, 0.2082, -0.6208, -0.5411, 0.1993, -0.7707, 0.2091, 0.2022, 0.2217, 0.2126, 0.2106, 0.2247, 0.2301, 0.2278]
}